1.
ORCA calculation (ωB97M-V/def2-TZVPD) on a molecular structure, C34H44InN3OSSeSi2.

Output
Kohn-Sham gap: 8.5 eV
Total charge: 0
Energy relative to the best compared isomer or geometry (same formula, charge and spin): 0.0 kcal/mol
Lowest unoccupied orbital energy: 0.3 eV
HOMO level: -8.2 eV

Each line ends with the Löwdin charge.
Element x y z (Å)
In (0.6343, -0.3680, -1.0064)  0.58
C (-1.1924, 2.0648, -6.0724)  -0.18
Si (-1.5744, 0.2372, -6.1240)  0.50
C (-3.0840, -0.0402, -7.2007)  -0.19
C (-0.1461, -0.7455, -6.8217)  -0.18
C (-2.0009, -0.3851, -4.3892)  -0.23
C (-3.2470, -0.9311, -4.1099)  -0.07
C (-3.5805, -1.3940, -2.8387)  -0.05
C (-2.6317, -1.2898, -1.8479)  -0.12
N (-1.4271, -0.7638, -2.0789)  -0.04
C (-1.0994, -0.3243, -3.3079)  -0.72
S (0.5259, 0.3174, -3.4026)  0.67
H (-0.9893, 2.4362, -7.0798)  0.03
H (-0.3230, 2.2745, -5.4494)  0.01
H (-2.0396, 2.6259, -5.6721)  0.04
H (-2.8738, 0.3112, -8.2136)  0.03
H (-3.9548, 0.5104, -6.8384)  0.03
H (-3.3511, -1.0969, -7.2706)  0.03
H (0.0701, -0.4217, -7.8427)  0.03
H (-0.3863, -1.8105, -6.8512)  0.03
H (0.7564, -0.6170, -6.2242)  0.01
H (-3.9853, -1.0023, -4.9002)  0.09
H (-4.5514, -1.8180, -2.6270)  0.10
H (-2.8199, -1.6213, -0.8343)  0.11
Se (4.6965, 1.7709, 1.1668)  0.58
C (3.3469, 1.3000, 0.0791)  -0.86
N (2.4793, 0.9288, -0.6006)  0.03
C (4.3960, -2.1487, 2.7824)  0.00
N (3.7039, -1.4520, 1.6743)  -0.17
C (4.3255, -1.8031, 0.3689)  -0.01
C (2.1890, -1.6423, 1.7238)  -0.08
C (1.7022, -2.7291, 0.8073)  -0.26
C (1.8058, -4.0592, 1.2113)  -0.05
C (1.4352, -5.0867, 0.3577)  -0.08
C (0.9495, -4.7812, -0.9049)  -0.08
C (0.8147, -3.4540, -1.2929)  -0.11
C (1.1812, -2.4007, -0.4536)  -0.16
H (5.4553, -1.9035, 2.7419)  0.11
H (4.2578, -3.2212, 2.6630)  0.10
H (3.9704, -1.8129, 3.7248)  0.09
H (3.8823, -0.4342, 1.7976)  0.03
H (4.2683, -2.8791, 0.2287)  0.11
H (5.3570, -1.4611, 0.3939)  0.10
H (3.7908, -1.2963, -0.4279)  0.08
H (1.7537, -0.6840, 1.4582)  0.07
H (1.9448, -1.8300, 2.7696)  0.13
H (2.1619, -4.2951, 2.2091)  0.11
H (1.5152, -6.1169, 0.6798)  0.10
H (0.6577, -5.5760, -1.5802)  0.10
H (0.4053, -3.2388, -2.2750)  0.09
C (-2.7810, -0.7350, 2.2018)  -0.09
C (-2.5620, 0.7821, 2.1787)  -0.60
C (-3.2883, 1.3560, 0.9533)  -0.09
C (-3.1417, 1.4183, 3.4444)  -0.09
Si (-0.7235, 1.1841, 1.9598)  0.47
O (-0.1262, 0.3729, 0.7119)  -0.36
C (0.3496, 0.7284, 3.4570)  -0.19
C (0.0288, -0.1929, 4.4558)  -0.09
C (0.9631, -0.5963, 5.4040)  -0.09
C (2.2521, -0.0823, 5.3725)  -0.11
C (2.5982, 0.8387, 4.3902)  -0.10
C (1.6554, 1.2365, 3.4518)  -0.11
C (-0.5151, 3.0329, 1.7094)  -0.22
C (-0.3011, 3.5423, 0.4271)  -0.08
C (-0.1604, 4.9059, 0.2077)  -0.08
C (-0.2319, 5.7896, 1.2752)  -0.09
C (-0.4381, 5.3049, 2.5596)  -0.09
C (-0.5748, 3.9400, 2.7701)  -0.10
H (-3.8527, -0.9630, 2.1653)  0.09
H (-2.3810, -1.2029, 3.1026)  0.06
H (-2.2991, -1.2154, 1.3473)  0.06
H (-4.3512, 1.0905, 0.9885)  0.09
H (-2.8753, 0.9633, 0.0200)  0.06
H (-3.2156, 2.4450, 0.9167)  0.08
H (-4.2143, 1.2060, 3.5192)  0.08
H (-3.0226, 2.5043, 3.4339)  0.07
H (-2.6652, 1.0387, 4.3516)  0.07
H (-0.9683, -0.6117, 4.5080)  0.08
H (0.6804, -1.3058, 6.1724)  0.10
H (2.9774, -0.3846, 6.1191)  0.10
H (3.5973, 1.2566, 4.3537)  0.09
H (1.9503, 1.9546, 2.6929)  0.08
H (-0.2313, 2.8604, -0.4140)  0.09
H (0.0116, 5.2779, -0.7946)  0.10
H (-0.1189, 6.8535, 1.1082)  0.10
H (-0.4840, 5.9901, 3.3970)  0.10
H (-0.7153, 3.5747, 3.7828)  0.10

***

2.
ORCA calculation (ωB97M-V/def2-TZVPD) on a molecular structure, C34H44N6O4P3PtS2.

Output
Kohn-Sham gap: 6.6 eV
Total charge: +3
Lowest unoccupied orbital energy: -9.6 eV
HOMO level: -16.2 eV

Each line ends with the Löwdin charge.
Element x y z (Å)
Pt (0.2726, -0.3819, 0.2580)  0.47
C (3.0684, 2.0574, -0.7113)  -0.26
C (3.5218, 0.9685, 0.2567)  -0.31
P (2.5576, -0.5609, 0.0721)  0.84
C (3.3569, -1.6784, 1.2503)  -0.38
C (3.6054, -1.2233, 2.5478)  -0.11
C (4.2216, -2.0485, 3.4752)  -0.05
C (4.6026, -3.3347, 3.1116)  -0.04
C (4.3654, -3.7905, 1.8222)  -0.05
C (3.7414, -2.9693, 0.8928)  -0.11
C (2.9930, -1.0949, -1.5962)  -0.39
C (4.3359, -1.3477, -1.8895)  -0.08
C (4.7153, -1.6751, -3.1807)  -0.04
C (3.7621, -1.7486, -4.1891)  -0.04
C (2.4282, -1.4934, -3.9062)  -0.05
C (2.0445, -1.1663, -2.6139)  -0.13
C (1.8763, 2.8119, -0.1413)  -0.30
P (0.2715, 1.9121, 0.0865)  0.92
C (-0.2436, 2.9927, 1.5068)  -0.23
C (-0.4460, 4.3302, 1.3176)  -0.04
C (-0.6973, 5.1722, 2.4170)  0.09
C (-0.7501, 4.7237, 3.7421)  0.02
C (-0.5043, 3.4102, 3.9881)  0.09
C (-0.0725, 2.4927, 2.9026)  -0.37
C (-0.7324, 2.4628, -1.3185)  -0.38
C (-0.1638, 2.3666, -2.5897)  -0.09
C (-0.8926, 2.7422, -3.7085)  -0.04
C (-2.1942, 3.2078, -3.5672)  -0.04
C (-2.7672, 3.2953, -2.3048)  -0.06
C (-2.0437, 2.9205, -1.1787)  -0.12
H (2.8650, 1.6456, -1.7025)  0.10
H (3.8773, 2.7773, -0.8411)  0.13
H (3.4454, 1.3210, 1.2880)  0.09
H (4.5653, 0.6933, 0.0950)  0.11
H (3.3324, -0.2160, 2.8429)  0.10
H (4.4259, -1.6834, 4.4731)  0.12
H (5.1033, -3.9725, 3.8280)  0.12
H (4.6826, -4.7837, 1.5322)  0.12
H (3.5690, -3.3297, -0.1133)  0.11
H (5.0895, -1.3018, -1.1117)  0.12
H (5.7552, -1.8739, -3.4015)  0.12
H (4.0625, -2.0060, -5.1959)  0.12
H (1.6884, -1.5514, -4.6938)  0.12
H (1.0045, -0.9550, -2.3908)  0.05
H (1.6273, 3.6948, -0.7340)  0.11
H (2.1645, 3.1793, 0.8474)  0.09
H (-0.4603, 4.7616, 0.3262)  0.13
H (-0.8739, 6.2244, 2.2200)  0.15
H (-0.9994, 5.4070, 4.5415)  0.14
H (-0.5282, 2.9938, 4.9874)  0.16
H (1.0338, 2.5209, 3.0503)  0.21
H (0.8505, 2.0037, -2.7172)  0.11
H (-0.4410, 2.6805, -4.6897)  0.13
H (-2.7555, 3.5145, -4.4400)  0.12
H (-3.7726, 3.6821, -2.1933)  0.12
H (-2.4949, 2.9924, -0.1969)  0.09
N (0.2921, -1.5421, 2.7677)  0.03
N (0.5453, -2.9092, 2.6713)  -0.02
C (0.6120, -3.5226, 1.4967)  -0.72
N (0.8090, -4.8356, 1.4767)  0.15
S (0.4372, -2.7456, -0.0285)  0.68
H (0.9736, -1.1176, 3.3849)  0.09
H (-0.6532, -1.3693, 3.1076)  0.06
H (0.6480, -3.4519, 3.5201)  0.18
H (0.8873, -5.3838, 2.3197)  0.14
H (0.9140, -5.3136, 0.5968)  0.12
C (-5.0996, -1.6702, -0.4819)  -0.09
N (-4.7756, -0.2190, -0.8543)  -0.05
C (-4.5223, -0.1471, -2.3671)  -0.09
N (-3.4928, -1.0517, -2.7400)  -0.13
C (-3.8399, -2.4169, -2.3444)  -0.13
N (-4.0444, -2.5198, -0.9017)  -0.13
C (-2.8042, -2.3459, -0.1511)  -0.30
P (-2.0537, -0.6664, -0.4308)  0.92
C (-3.6034, 0.2958, -0.0668)  -0.22
C (-2.1671, -0.6427, -2.2779)  -0.26
H (-6.0300, -1.9210, -0.9910)  0.15
H (-5.2433, -1.7001, 0.5975)  0.16
H (-5.5847, 0.3634, -0.6273)  0.19
H (-4.2555, 0.8841, -2.5981)  0.13
H (-5.4639, -0.4114, -2.8482)  0.16
H (-3.0446, -3.0952, -2.6480)  0.15
H (-4.7579, -2.7090, -2.8550)  0.15
H (-2.1063, -3.1161, -0.4652)  0.05
H (-2.9824, -2.4774, 0.9187)  0.11
H (-3.4739, 1.3461, -0.3100)  0.06
H (-3.8403, 0.2095, 0.9894)  0.09
H (-1.4231, -1.3298, -2.6872)  0.10
H (-1.9337, 0.3541, -2.6544)  0.08
O (-2.3543, -0.3488, 2.8784)  -0.31
S (-2.1466, 1.0707, 3.0430)  0.47
O (-2.5778, 1.6617, 4.2673)  -0.21
O (-2.4281, 1.8567, 1.8399)  -0.32
O (-0.4655, 1.1656, 3.0911)  -0.23